Density functional theory data (ωB97M-V/def2-TZVPD) for one molecule with the formula C3H10N2 at a distorted geometry.

CARTESIAN COORDINATES (ANGSTROEM)
1 C 1.624 0.651 0.599
2 C 0.484 -0.298 0.109
3 N 0.683 -0.859 -1.318
4 C -0.906 0.394 0.382
5 N -2.020 -0.401 -0.043
6 H 1.425 0.909 1.645
7 H 2.582 0.128 0.441
8 H 1.602 1.611 0.047
9 H 0.408 -1.236 0.722
10 H 1.017 -0.018 -1.915
11 H -0.261 -1.296 -1.655
12 H -0.890 1.333 -0.248
13 H -0.956 0.745 1.458
14 H -2.074 -0.922 -0.879
15 H -2.718 -0.740 0.653

Output
- Relative energy (zero: lowest compared OMol25 entry of this formula, charge and spin): 0.955 eV
- Multiplicity: 1
- Gap between HOMO and LUMO: 9.73 eV
- Net charge: 0
- Molecular weight: 74.13 g/mol
- Electronic energy: -6252.4735 eV
- Lowest unoccupied orbital energy: 1.2 eV